Entry 1:
The following is a DFT calculation (ωB97M-V/def2-TZVPD) of C30H38N2OS4SiTi as an isolated structure at a distorted geometry.

XYZ file:
```
77
C30H38N2OS4SiTi, DFT ωB97M-V/def2-TZVPD
Ti 0.3306 -0.2773 -0.1545
S 2.3713 3.1859 1.4589
C 2.2031 2.0230 2.7568
C 2.0901 2.4937 4.0793
C 2.0009 1.6571 5.1719
C 2.0190 0.2766 4.9984
C 2.1144 -0.2215 3.7103
C 2.1983 0.6187 2.6001
S 2.3914 -0.2085 1.0279
C -0.4566 -1.9152 2.5435
C -0.5287 -2.6479 1.4208
C -0.3231 -4.0947 1.3861
C -0.7498 -4.8243 0.3427
C -1.3472 -4.1671 -0.7857
C -1.2962 -2.8045 -0.8160
C -1.7748 -2.0973 -2.0697
S -1.4452 -0.3259 -2.1290
C -2.9923 0.3404 -1.5058
C -4.0674 0.1223 -2.3848
C -5.3349 0.5850 -2.1140
C -5.5366 1.3028 -0.9362
C -4.4869 1.5171 -0.0745
C -3.1808 1.0459 -0.3198
S -2.7201 1.0752 2.3895
N -0.8098 -2.0314 0.1751
H 2.0718 3.5686 4.2158
H 1.9065 2.0849 6.1651
H 1.9421 -0.3995 5.8416
H 2.1090 -1.2900 3.5352
H -0.7289 -0.8667 2.5764
H -0.1328 -2.3899 3.4619
H 0.1231 -4.5566 2.2594
H -0.6435 -5.9042 0.3476
H -1.7493 -4.7202 -1.6240
H -2.8514 -2.2315 -2.1871
H -1.2906 -2.5300 -2.9461
H -3.8771 -0.4178 -3.3053
H -6.1452 0.3993 -2.8089
H -6.5203 1.6868 -0.6888
H -4.6263 2.0233 0.8723
C 1.9489 3.4702 -3.7303
C 2.1958 3.5385 -2.2134
C 1.5206 4.7783 -1.6221
C 3.6981 3.5426 -1.9274
C 1.5529 2.3373 -1.6400
N 1.0417 1.3625 -1.3304
H 2.4216 4.3407 -4.1926
H 0.8838 3.4850 -3.9639
H 2.3815 2.5665 -4.1588
H 1.9385 5.6582 -2.1182
H 1.6951 4.8474 -0.5486
H 0.4436 4.7577 -1.7950
H 4.0999 4.4827 -2.3169
H 4.1924 2.7127 -2.4325
H 3.8870 3.4667 -0.8576
C 3.9548 -0.0927 -2.5503
Si 2.4339 -1.0773 -3.0622
C 1.4418 -0.1307 -4.3628
C 3.0804 -2.5817 -4.0190
C 1.4155 -1.5856 -1.6298
H 4.3093 0.5789 -3.3386
H 4.7670 -0.7880 -2.3205
H 3.7686 0.4839 -1.6434
H 2.0937 0.2472 -5.1572
H 0.8757 0.7038 -3.9479
H 0.7197 -0.8105 -4.8246
H 3.7263 -2.2705 -4.8481
H 2.2574 -3.1677 -4.4348
H 3.6579 -3.2397 -3.3660
H 2.0748 -2.0514 -0.8807
H 0.7639 -2.3975 -1.9711
C -1.8212 2.9433 0.5451
C -2.1556 1.4546 0.7431
O -0.9060 0.7972 0.4448
H -2.6877 3.5567 0.8012
H -1.5285 3.1456 -0.4911
H -0.9927 3.1920 1.2072
```

The total charge is -2. Its strongest force on any atom is 0.020 Eh/bohr. The calculation puts the total energy at -111091.50995 eV. As for the LUMO energy: 4.2 eV. The value obtained for the energy relative to the best compared isomer or geometry (same formula, charge and spin) is 0.0 kcal/mol. Its HOMO energy is -1.04 eV.



Entry 2:
The following is a DFT calculation (ωB97M-V/def2-TZVPD) of C28H25Br2CoN6O5S2 as an isolated structure.

XYZ file:
```
69
C28H25Br2CoN6O5S2, DFT ωB97M-V/def2-TZVPD
Co 0.0877 -1.0356 0.4330
S -1.0316 -3.5795 2.3377
C -0.8524 -3.7683 0.6748
N -0.2397 -2.9559 -0.1818
C -0.2379 -3.4452 -1.4904
C 0.3815 -2.8471 -2.5895
C 0.2857 -3.4599 -3.8288
C -0.4042 -4.6607 -3.9923
C -0.9968 -5.2782 -2.9025
C -0.9050 -4.6682 -1.6584
S -1.4972 -5.2103 -0.1184
H 0.9546 -1.9395 -2.4455
H 0.7720 -3.0020 -4.6822
H -0.4657 -5.1223 -4.9705
H -1.5193 -6.2207 -3.0178
Br -0.9547 2.5338 3.9578
C 0.2692 1.0893 3.9484
C 1.1115 0.9101 5.0595
C 2.0367 -0.0915 5.0860
Br 3.1470 -0.2861 6.6150
C 2.1798 -0.9708 3.9821
C 3.1204 -2.0174 3.8653
C 3.1643 -2.7687 2.7252
C 2.2621 -2.5026 1.6814
N 1.3752 -1.5456 1.7760
C 1.3171 -0.7741 2.8919
C 0.3157 0.2604 2.8373
O -0.4235 0.3629 1.7798
H 1.0198 1.5858 5.8991
H 3.8022 -2.2093 4.6825
H 3.8793 -3.5715 2.6124
H 2.2511 -3.0781 0.7653
O 3.3396 0.0738 -2.2079
C 2.4408 0.3182 -1.4004
O 1.6769 -0.5367 -0.8512
C 2.2171 1.7929 -1.0451
C 1.3762 2.1858 -0.0103
C 1.1657 3.5297 0.2645
C 1.8094 4.4688 -0.5210
C 2.6603 4.1113 -1.5558
C 2.8621 2.7652 -1.8064
N 1.5813 5.9001 -0.2534
O 2.1752 6.7135 -0.9367
O 0.8190 6.2011 0.6433
H 0.8584 1.4442 0.5808
H 0.5136 3.8416 1.0676
H 3.1440 4.8790 -2.1410
H 3.5193 2.4321 -2.5985
C -3.2508 -0.8466 0.7920
N -3.0800 0.4136 0.0807
C -3.5374 1.5888 0.8045
C -2.1131 0.5220 -0.8716
N -1.1186 -0.3075 -0.9363
N -2.2843 1.5469 -1.7809
C -1.2084 1.8627 -2.6989
C -3.6088 1.8422 -2.2971
H -4.2856 -0.9021 1.1375
H -2.5884 -0.9341 1.6502
H -3.0610 -1.6806 0.1187
H -3.1153 1.5825 1.8118
H -4.6287 1.5959 0.8733
H -3.2065 2.4953 0.3033
H -0.6273 -0.2774 -1.8204
H -1.1915 1.1920 -3.5688
H -0.2493 1.8113 -2.1910
H -1.3450 2.8827 -3.0601
H -4.3692 1.4384 -1.6347
H -3.7436 1.3987 -3.2913
H -3.7509 2.9220 -2.3820
```

The total charge is -1. The multiplicity is 2. Its strongest force on any atom is 0.011 Eh/bohr. The calculation puts the total energy at -248005.93369 eV. The expectation value of S² is 0.82. As for the LUMO energy (spin up / spin down): 1.8 / 1.8 eV. The value obtained for the energy relative to the best compared isomer or geometry (same formula, charge and spin) is 0.0 kcal/mol. Its HOMO energy (spin up / spin down) is -4.83 / -4.82 eV.



Repeat the second record exactly.
The following is a DFT calculation (ωB97M-V/def2-TZVPD) of C28H25Br2CoN6O5S2 as an isolated structure.

XYZ file:
```
69
C28H25Br2CoN6O5S2, DFT ωB97M-V/def2-TZVPD
Co 0.0877 -1.0356 0.4330
S -1.0316 -3.5795 2.3377
C -0.8524 -3.7683 0.6748
N -0.2397 -2.9559 -0.1818
C -0.2379 -3.4452 -1.4904
C 0.3815 -2.8471 -2.5895
C 0.2857 -3.4599 -3.8288
C -0.4042 -4.6607 -3.9923
C -0.9968 -5.2782 -2.9025
C -0.9050 -4.6682 -1.6584
S -1.4972 -5.2103 -0.1184
H 0.9546 -1.9395 -2.4455
H 0.7720 -3.0020 -4.6822
H -0.4657 -5.1223 -4.9705
H -1.5193 -6.2207 -3.0178
Br -0.9547 2.5338 3.9578
C 0.2692 1.0893 3.9484
C 1.1115 0.9101 5.0595
C 2.0367 -0.0915 5.0860
Br 3.1470 -0.2861 6.6150
C 2.1798 -0.9708 3.9821
C 3.1204 -2.0174 3.8653
C 3.1643 -2.7687 2.7252
C 2.2621 -2.5026 1.6814
N 1.3752 -1.5456 1.7760
C 1.3171 -0.7741 2.8919
C 0.3157 0.2604 2.8373
O -0.4235 0.3629 1.7798
H 1.0198 1.5858 5.8991
H 3.8022 -2.2093 4.6825
H 3.8793 -3.5715 2.6124
H 2.2511 -3.0781 0.7653
O 3.3396 0.0738 -2.2079
C 2.4408 0.3182 -1.4004
O 1.6769 -0.5367 -0.8512
C 2.2171 1.7929 -1.0451
C 1.3762 2.1858 -0.0103
C 1.1657 3.5297 0.2645
C 1.8094 4.4688 -0.5210
C 2.6603 4.1113 -1.5558
C 2.8621 2.7652 -1.8064
N 1.5813 5.9001 -0.2534
O 2.1752 6.7135 -0.9367
O 0.8190 6.2011 0.6433
H 0.8584 1.4442 0.5808
H 0.5136 3.8416 1.0676
H 3.1440 4.8790 -2.1410
H 3.5193 2.4321 -2.5985
C -3.2508 -0.8466 0.7920
N -3.0800 0.4136 0.0807
C -3.5374 1.5888 0.8045
C -2.1131 0.5220 -0.8716
N -1.1186 -0.3075 -0.9363
N -2.2843 1.5469 -1.7809
C -1.2084 1.8627 -2.6989
C -3.6088 1.8422 -2.2971
H -4.2856 -0.9021 1.1375
H -2.5884 -0.9341 1.6502
H -3.0610 -1.6806 0.1187
H -3.1153 1.5825 1.8118
H -4.6287 1.5959 0.8733
H -3.2065 2.4953 0.3033
H -0.6273 -0.2774 -1.8204
H -1.1915 1.1920 -3.5688
H -0.2493 1.8113 -2.1910
H -1.3450 2.8827 -3.0601
H -4.3692 1.4384 -1.6347
H -3.7436 1.3987 -3.2913
H -3.7509 2.9220 -2.3820
```

The total charge is -1. The multiplicity is 2. Its strongest force on any atom is 0.011 Eh/bohr. The calculation puts the total energy at -248005.93369 eV. The expectation value of S² is 0.82. As for the LUMO energy (spin up / spin down): 1.8 / 1.8 eV. The value obtained for the energy relative to the best compared isomer or geometry (same formula, charge and spin) is 0.0 kcal/mol. Its HOMO energy (spin up / spin down) is -4.83 / -4.82 eV.